[1]
ORCA calculation (the ωB97M-V functional and the def2-TZVPD basis) on a molecular structure, C30H72AgKO13 in a non-equilibrium geometry.

Last column: Mulliken charge in e.
Element x y z (Å)
Ag1 -0.0046 0.1641 -0.3279  2.00
K1 0.3754 1.6269 -3.2316  1.14
O1 2.3876 -1.7863 -3.0211  -0.52
C1 1.3605 -0.9320 -2.7043  0.10
O2 0.2971 -0.9674 -3.3899  -0.76
O3 1.6767 -0.0704 -1.8419  -0.82
H1 2.1130 -1.9667 -3.9015  0.27
O4 -2.1104 3.9169 0.1955  -0.63
C2 -1.4449 2.6951 -0.2649  0.45
O5 -1.2137 2.5037 -1.4505  -0.77
O6 -1.2114 1.9044 0.7480  -0.65
H2 -2.1198 3.8485 1.1592  0.34
C3 -2.8580 -0.5037 -2.0472  -0.83
C4 -2.4239 -1.9456 -1.7086  0.05
O7 -1.3174 -1.8709 -0.8151  1.19
C5 -0.6294 -3.0904 -0.5735  -0.36
C6 -1.5438 -4.2484 -0.0307  -1.22
H3 -3.8063 -0.6030 -2.5881  0.52
H4 -2.9918 0.0528 -1.1245  -0.12
H5 -2.1336 0.0206 -2.6668  -0.03
H6 -3.2096 -2.4967 -1.2336  -0.65
H7 -2.0118 -2.4708 -2.5410  0.43
H8 -0.2096 -3.4590 -1.5105  0.71
H9 0.1653 -2.8794 0.1536  -0.47
H10 -2.3631 -3.8572 0.5539  0.11
H11 -0.8811 -4.8124 0.6031  0.41
H12 -1.9952 -4.8855 -0.8422  0.31
C7 3.5932 2.4820 -1.9598  -1.16
C8 3.8973 1.7949 -3.2853  -0.18
O8 2.9300 2.1676 -4.2568  -0.42
C9 2.9499 1.2988 -5.3794  0.14
C10 4.2341 1.2798 -6.1589  -1.30
H13 4.3027 2.2165 -1.2011  0.44
H14 3.5326 3.5433 -2.1288  0.42
H15 2.6323 2.1556 -1.6324  -0.17
H16 4.8859 2.1107 -3.6124  0.47
H17 3.9701 0.6783 -3.1512  0.34
H18 2.8113 0.3130 -5.0026  0.09
H19 2.0470 1.5797 -5.9900  0.32
H20 4.1636 0.6590 -7.0214  0.44
H21 5.0070 0.8793 -5.4781  0.28
H22 4.5375 2.2924 -6.3526  0.32
C11 -1.0998 -1.8162 2.4498  -0.16
C12 -0.1731 -0.6280 2.7189  -1.03
O9 0.9207 -0.6982 1.7256  0.21
C13 2.0893 -0.0657 2.2065  -0.54
C14 2.0891 1.4496 2.1994  -1.06
H23 -1.5792 -1.7358 1.4721  -0.78
H24 -0.5958 -2.7479 2.5330  0.44
H25 -1.9132 -1.8028 3.2267  0.35
H26 -0.6428 0.3402 2.5846  0.15
H27 0.2972 -0.6455 3.6970  0.61
H28 2.2061 -0.4251 3.2188  0.47
H29 2.9327 -0.4784 1.6176  0.13
H30 3.0234 1.8702 2.4931  0.61
H31 1.3474 1.8416 2.8672  0.36
H32 1.9065 1.6780 1.1397  -0.05
C15 -5.5756 -3.8600 -0.5834  -1.28
C16 -5.2650 -3.3144 0.8132  0.45
O10 -4.4738 -4.2871 1.5863  -0.40
C17 -4.5526 -4.1163 2.9968  0.01
C18 -3.6659 -5.1271 3.7234  -1.20
H33 -6.1776 -4.7904 -0.5493  0.40
H34 -6.2355 -3.1296 -1.0714  0.33
H35 -4.6447 -3.9666 -1.2037  0.20
H36 -4.7360 -2.3578 0.7619  -0.37
H37 -6.1853 -3.1522 1.4361  0.54
H38 -4.2171 -3.0807 3.2083  0.07
H39 -5.6352 -4.1857 3.2920  0.40
H40 -3.7956 -5.0327 4.8246  0.36
H41 -2.6495 -4.9729 3.4632  0.23
H42 -3.9920 -6.1132 3.3189  0.32
C19 -3.8699 1.0867 3.0438  -1.51
C20 -4.0453 0.5358 1.6452  1.37
O11 -5.4565 0.2111 1.4667  -0.49
C21 -5.8217 0.2654 0.1016  0.62
C22 -7.3431 0.0928 -0.0655  -1.53
H43 -4.0877 0.2409 3.7385  0.30
H44 -2.8094 1.3631 3.0963  0.23
H45 -4.5283 1.9613 3.1558  0.41
H46 -3.7968 1.3128 0.9408  0.00
H47 -3.4274 -0.3359 1.4693  -0.51
H48 -5.4441 1.2630 -0.2939  0.34
H49 -5.3764 -0.5673 -0.4537  -0.26
H50 -7.6151 -0.8874 0.2510  0.30
H51 -7.6234 0.2075 -1.1074  0.38
H52 -7.9079 0.7846 0.5658  0.38
C23 3.1920 -4.1074 1.2074  -1.44
C24 3.3341 -3.0376 0.1210  0.83
O12 4.6412 -2.5047 0.2492  -0.44
C25 4.9505 -1.6142 -0.8037  0.64
C26 6.3353 -1.0771 -0.5389  -1.66
H53 3.7943 -4.9808 1.0047  0.42
H54 3.3482 -3.6753 2.1929  0.31
H55 2.1774 -4.4242 1.0914  0.32
H56 3.1376 -3.4874 -0.8740  0.33
H57 2.6184 -2.2241 0.1925  -0.58
H58 5.0333 -2.1428 -1.7618  0.26
H59 4.2846 -0.7858 -0.9019  -0.21
H60 6.3043 -0.3575 0.2787  0.34
H61 6.8145 -0.5962 -1.3478  0.44
H62 6.9880 -1.9039 -0.3325  0.41
C27 4.4229 8.1916 2.0190  -1.11
C28 4.1984 6.7850 1.4449  -0.32
O13 2.8257 6.5748 1.3087  -0.38
C29 2.5460 5.3977 0.5936  -0.16
C30 1.0660 5.1077 0.6536  -0.77
H63 3.9281 8.9458 1.3689  0.28
H64 4.0390 8.2695 3.0497  0.28
H65 5.5173 8.3073 1.9925  0.37
H66 4.7079 6.6948 0.4953  0.31
H67 4.6161 5.9711 2.0253  0.34
H68 2.8420 5.5581 -0.4165  0.28
H69 3.0588 4.5292 1.0202  0.24
H70 0.4696 5.8658 0.1081  0.39
H71 0.6756 5.0734 1.6456  0.36
H72 0.8882 4.1256 0.2052  -0.08

Calculated values
F_max in eV Å⁻¹: 4.00
Frontier orbital gap in eV: 9.0
2S+1: 1



[2]
ORCA calculation (the ωB97M-V functional and the def2-TZVPD basis) on a molecular structure, C30H73AsF6N4O16P3 in a non-equilibrium geometry.

Last column: Mulliken charge in e.
Element x y z (Å)
As1 13.4708 31.4732 -10.6597  2.00
F1 14.7044 30.8558 -9.4650  -0.46
F2 13.0802 32.8174 -9.5670  -0.43
F3 12.1824 32.0093 -11.8276  -0.33
F4 13.8862 30.0739 -11.7299  -0.47
F5 12.1551 30.5019 -9.7746  -0.56
F6 14.6879 32.5152 -11.5033  -0.35
C1 18.5651 33.1464 -7.0481  0.23
O1 18.7150 33.3265 -5.8391  -0.63
N1 17.5063 32.4987 -7.5176  0.18
C2 17.3174 32.2814 -8.9637  -0.72
C3 16.4327 31.9919 -6.7473  -0.88
H1 19.3098 33.3924 -7.8208  0.27
H2 16.5683 32.9674 -9.3589  0.12
H3 17.0775 31.2252 -9.0865  0.21
H4 18.2550 32.4444 -9.4952  0.31
H5 16.2604 30.9165 -6.7031  0.33
H6 16.5397 32.2822 -5.7021  0.31
H7 15.5724 32.5344 -7.1394  0.21
C4 11.5466 30.7549 -4.4729  0.12
O2 11.6482 31.7140 -3.7373  -0.60
N2 12.1037 30.5961 -5.6560  0.20
C5 11.9448 29.3842 -6.4548  -0.75
C6 13.0524 31.4811 -6.2229  -0.98
H8 11.0538 29.8158 -4.1774  0.27
H9 11.1042 28.7655 -6.1407  0.36
H10 12.8346 28.7640 -6.3463  0.32
H11 11.8029 29.5570 -7.5216  0.11
H12 12.7538 31.5926 -7.2652  0.15
H13 13.0107 32.4529 -5.7310  0.30
H14 14.0697 31.1059 -6.1117  0.42
C7 16.5907 29.4156 -14.6934  -0.10
O3 16.8306 29.3594 -15.8801  -0.63
N3 17.4946 29.8635 -13.7679  0.18
C8 18.8462 30.2681 -14.2160  -1.00
C9 17.2440 30.1081 -12.3528  -0.24
H15 15.6459 29.0406 -14.2703  0.63
H16 19.5842 29.5009 -13.9817  0.34
H17 19.0595 31.2174 -13.7247  0.33
H18 18.9086 30.3759 -15.2988  0.31
H19 17.6682 31.0323 -11.9602  -0.02
H20 16.1778 30.3112 -12.2526  -0.15
H21 17.4579 29.2816 -11.6752  0.36
C10 11.4965 30.6559 -14.6039  0.21
O4 10.2989 30.5169 -14.8074  -0.69
N4 12.3961 30.9905 -15.5518  0.11
C11 13.7847 31.2216 -15.2493  -0.36
C12 11.9135 31.5304 -16.8200  -0.98
H22 12.0154 30.3373 -13.6866  0.35
H23 13.9933 32.2879 -15.1622  0.13
H24 14.4729 30.9712 -16.0567  0.48
H25 14.2075 30.6813 -14.4023  -0.27
H26 12.5936 31.2173 -17.6122  0.31
H27 10.9193 31.2010 -17.1221  0.28
H28 11.9858 32.6052 -16.6539  0.34
C13 5.8708 32.1645 -13.6243  -0.94
C14 5.7364 33.4223 -12.8536  -0.33
O5 7.0095 33.8793 -12.4450  -0.29
P1 7.5183 33.5945 -10.8792  0.68
O6 6.6174 34.0614 -9.7676  -0.79
O7 8.9809 34.3583 -10.8655  0.05
C15 9.8783 34.2144 -9.7359  0.44
C16 9.9806 35.5507 -9.0789  -1.35
O8 7.9260 32.0234 -10.8226  -0.37
C17 8.8522 31.5103 -11.7795  1.25
C18 9.0019 30.0442 -11.4149  -1.41
H29 6.0387 31.4524 -12.8162  0.19
H30 4.9852 31.8815 -14.1932  0.43
H31 6.7788 32.2876 -14.2145  0.20
H32 5.2765 34.1844 -13.4827  0.36
H33 4.9862 33.3411 -12.0670  0.32
H34 9.5917 33.3849 -9.0894  0.62
H35 10.9102 34.0112 -10.0224  -0.51
H36 9.7649 36.3874 -9.7433  0.21
H37 9.2322 35.6113 -8.2888  0.47
H38 10.9293 35.6634 -8.5541  0.25
H39 8.5750 31.6245 -12.8275  0.19
H40 9.8022 32.0106 -11.5916  -0.70
H41 8.0032 29.6224 -11.5271  0.46
H42 9.7077 29.5372 -12.0728  0.25
H43 9.2951 30.1215 -10.3679  0.29
C19 14.0463 39.0084 -13.7475  -0.38
C20 14.3509 38.1861 -15.0171  -0.59
O9 15.2121 37.1404 -14.6548  -0.35
P2 14.8403 35.5783 -14.4152  0.46
O10 13.8261 34.9404 -15.3363  -0.68
O11 14.4094 35.5855 -12.8477  0.11
C21 13.2169 34.8888 -12.4277  0.88
C22 12.1326 35.8971 -12.6863  -0.74
O12 16.3650 34.9633 -14.4206  -0.43
C23 16.7430 33.6970 -13.8600  0.85
C24 17.6025 34.1578 -12.6537  -1.14
H44 13.4440 38.5050 -12.9913  -0.31
H45 14.9658 39.4575 -13.3723  0.34
H46 13.4196 39.8715 -13.9717  0.48
H47 13.4458 37.7305 -15.4189  0.33
H48 14.7510 38.9042 -15.7327  0.37
H49 13.0306 33.9492 -12.9478  -0.01
H50 13.2602 34.6075 -11.3755  -0.43
H51 12.2637 36.6918 -11.9519  -0.19
H52 11.9972 36.3930 -13.6475  0.36
H53 11.1765 35.4238 -12.4626  0.24
H54 15.8433 33.1306 -13.6194  -0.49
H55 17.2953 33.1359 -14.6138  0.33
H56 18.0210 33.3764 -12.0193  0.20
H57 18.3951 34.7718 -13.0813  0.39
H58 17.0834 34.7885 -11.9320  0.14
C25 14.2324 35.8161 -9.0480  -0.02
C26 14.2138 37.2530 -9.5928  -0.17
O13 13.1600 38.0705 -9.0277  0.39
P3 13.4671 39.6543 -8.6885  0.61
O14 14.7672 40.1895 -9.1976  -0.78
O15 12.1055 40.3715 -9.2803  -0.37
C27 11.8816 40.4371 -10.7007  -0.34
C28 11.0771 39.2151 -11.1557  -0.55
O16 13.2546 39.7077 -7.0044  -0.43
C29 11.9229 39.4548 -6.5897  -0.21
C30 11.5928 38.1253 -6.0354  -0.90
H59 14.5088 35.7447 -7.9961  0.53
H60 13.2358 35.4062 -9.2120  -0.58
H61 14.9771 35.2775 -9.6341  0.04
H62 15.1813 37.7205 -9.4097  0.50
H63 14.1020 37.2946 -10.6763  -0.23
H64 11.3822 41.3162 -11.1081  0.42
H65 12.7711 40.3357 -11.3224  0.21
H66 11.1163 38.3651 -10.4745  -0.11
H67 10.0331 39.5287 -11.1558  0.45
H68 11.3645 39.0720 -12.1974  0.24
H69 11.7892 40.1684 -5.7767  0.43
H70 11.1678 39.7894 -7.3010  0.26
H71 11.8937 37.2540 -6.6172  0.07
H72 12.1054 38.0779 -5.0746  0.32
H73 10.5186 38.0608 -5.8620  0.32

Calculated values
Total charge: -1
F_max in eV Å⁻¹: 4.02
Frontier orbital gap in eV: 9.1
Relative energy (zero: lowest compared OMol25 entry of this formula, charge and spin) in kcal/mol: 0.0
2S+1: 1



Calculated total energy readings, ordered: -79219.5818, -176037.2401 eV